Density functional theory data (the ωB97M-V functional and the def2-TZVPD basis) for 2 unconnected molecules or ions with the total composition C7H11N4O4 at a distorted geometry.

Values from the calculation:
charge = +1
highest occupied orbital energy = -14.48 eV
frontier orbital gap = 9.975 eV
relative energy (zero: lowest compared OMol25 entry of this formula, charge and spin) = 298.28 kJ/mol

Cartesian coordinates (Å):
H: -0.346 3.079 0.248
H: 1.281 -1.740 2.144
C: -1.421 2.892 -0.011
O: -5.019 -0.603 -0.430
N: -0.896 0.607 -0.495
C: -1.444 -0.582 -0.659
O: 3.371 -0.262 -1.319
C: 1.996 -1.193 0.326
O: 1.744 0.943 -0.451
H: 1.432 -2.459 -1.237
H: -0.976 -1.453 -1.131
C: 1.400 -0.940 1.424
C: -1.777 1.489 -0.208
H: 1.188 0.068 1.642
C: 2.306 -2.537 -0.411
H: 3.226 -2.599 -0.982
N: -3.998 -1.264 -0.509
H: 2.184 -3.250 0.324
H: -1.375 3.578 -0.893
C: -2.815 -0.388 -0.582
O: -3.851 -2.437 -0.516
H: -1.908 3.482 0.696
H: 0.124 0.738 -0.431
N: -3.045 0.970 -0.277
N: 2.409 -0.129 -0.597
H: -3.863 1.428 -0.032

Let us look at the Löwdin charges, expressed in e, one per atom: 0.12, 0.11, 0.04, 0.11, 0.15, 0.04, 0.17, -0.28, -0.01, 0.14, 0.16, 0.11, -0.26, 0.08, 0.02, 0.08, -0.35, 0.05, 0.13, -0.07, 0.17, 0.07, 0.10, 0.26, -0.30, 0.16

---

Density functional theory data (the ωB97M-V functional and the def2-TZVPD basis) for C6H11N3OS in the gas phase at a distorted geometry.

Values from the calculation:
charge = 0
highest occupied orbital energy (spin up / spin down) = -7.36 / -7.77 eV
frontier orbital gap (spin up / spin down) = 7.015 / 7.291 eV
relative energy (zero: lowest compared OMol25 entry of this formula, charge and spin) = 476.70 kJ/mol

Cartesian coordinates (Å):
S: 0.979 0.952 1.827
H: -2.458 -0.174 0.282
N: 0.729 1.709 0.445
H: -2.705 -0.793 -1.632
H: 1.016 3.547 1.163
H: 2.104 -1.081 2.002
H: -1.174 0.100 1.355
C: 2.355 -2.079 -0.380
H: 2.310 -2.375 -1.444
C: -1.536 -0.607 0.600
C: 1.341 -0.660 1.311
N: -0.846 -0.612 -0.675
H: -1.630 -1.646 1.117
H: 0.208 3.564 -0.387
C: -1.685 -0.498 -1.873
N: 0.293 -1.109 -0.881
H: -1.481 -1.166 -2.759
H: -0.687 3.142 1.051
H: -1.691 0.556 -2.198
C: 1.182 -1.222 0.080
C: 0.290 3.046 0.552
O: 3.087 -2.594 0.445

Let us look at the Löwdin charges, expressed in e, one per atom: 0.97, 0.07, -0.43, 0.07, 0.05, 0.08, 0.02, -0.19, 0.12, -0.07, -0.36, -0.25, 0.14, 0.06, -0.04, 0.09, 0.11, 0.07, 0.09, -0.36, -0.27, 0.02

---

Density functional theory data (the ωB97M-V functional and the def2-TZVPD basis) for 2 unconnected molecules or ions with the total composition C25H29F6N4S at a distorted geometry.

Values from the calculation:
charge = +1
highest occupied orbital energy = -10.04 eV
frontier orbital gap = 5.514 eV
relative energy (zero: lowest compared OMol25 entry of this formula, charge and spin) = 56.28 kJ/mol

Cartesian coordinates (Å):
C: -6.069 2.624 -1.656
C: -4.792 3.902 -0.045
H: -2.624 -3.484 0.470
N: 1.097 1.820 -2.233
H: 1.263 3.415 -0.847
H: -0.168 0.204 -2.409
F: 5.144 1.987 2.030
C: -3.876 -1.979 -0.516
N: 2.027 -2.452 1.780
C: -6.006 3.628 -0.681
H: -1.605 -1.340 3.236
F: 6.439 -4.621 1.350
C: -4.325 -0.818 0.389
S: 0.581 -0.125 1.638
H: -4.733 4.700 0.699
H: -2.243 -2.931 2.701
H: -7.003 2.429 -2.187
H: -3.356 -0.066 2.131
H: 6.925 -0.649 0.849
C: -1.603 -2.081 2.420
H: -1.748 -2.527 -0.732
C: 5.917 -1.017 1.017
H: -4.952 1.167 -2.797
H: -3.769 -1.637 -1.553
H: -1.288 -0.815 0.722
H: 1.956 0.458 -3.596
H: 4.199 -3.908 1.549
H: -4.625 -2.782 -0.509
F: 7.527 -3.238 0.023
N: -3.217 -0.573 1.264
C: -1.239 1.905 -1.595
H: -0.094 -3.597 2.305
C: -2.521 -2.477 0.041
C: 2.235 1.032 -2.702
C: -0.092 1.248 -2.065
C: -2.121 -1.448 1.119
C: 3.298 -1.939 1.490
C: 6.829 -3.325 1.199
N: -0.227 -2.587 2.223
H: 2.346 3.479 -2.267
C: 0.814 -1.768 1.890
C: 4.377 -2.845 1.426
H: -2.657 0.435 -2.229
C: 5.055 1.330 0.834
C: 5.665 -2.374 1.212
H: 2.558 0.323 -1.924
H: 2.734 0.142 1.279
C: -3.645 3.181 -0.369
C: 1.334 3.228 -1.929
H: 1.990 -3.463 1.920
H: -4.578 0.075 -0.216
C: -3.691 2.144 -1.341
H: -2.691 3.431 0.094
H: 0.615 3.874 -2.449
F: 4.003 1.899 0.153
H: -6.901 4.192 -0.423
C: -2.522 1.374 -1.679
C: 3.545 -0.590 1.271
C: 4.843 -0.144 1.031
H: -5.237 -1.092 0.958
H: 3.062 1.703 -2.946
H: -1.122 2.905 -1.172
F: 6.183 1.603 0.126
F: 7.710 -3.040 2.209
C: -4.935 1.893 -1.980

Let us look at the Löwdin charges, expressed in e, one per atom: -0.06, -0.06, 0.11, -0.15, 0.11, 0.16, 0.14, -0.15, 0.07, -0.05, 0.12, 0.12, -0.21, 0.76, 0.12, 0.13, 0.12, 0.13, 0.14, -0.15, 0.10, 0.06, 0.12, 0.09, 0.01, 0.11, 0.13, 0.11, 0.13, -0.02, -0.04, 0.15, -0.12, -0.01, -0.03, -0.43, -0.20, -0.52, 0.01, 0.10, -0.70, 0.07, 0.13, -0.51, -0.10, 0.10, -0.01, -0.01, -0.01, 0.15, 0.08, -0.24, 0.11, 0.11, 0.09, 0.12, 0.03, 0.00, -0.10, 0.12, 0.10, 0.11, 0.13, 0.13, -0.03

---

Density functional theory data (the ωB97M-V functional and the def2-TZVPD basis) for 2 unconnected molecules or ions with the total composition BrH4NSi at a distorted geometry.

Values from the calculation:
charge = 0
highest occupied orbital energy (spin up / spin down) = -9.65 / -7.38 eV
frontier orbital gap (spin up / spin down) = 9.304 / 6.861 eV
relative energy (zero: lowest compared OMol25 entry of this formula, charge and spin) = 383.66 kJ/mol

Cartesian coordinates (Å):
H: 1.322 -1.503 0.121
H: -0.229 -1.862 0.433
H: 0.433 1.118 -1.386
H: 0.354 2.999 0.861
N: 0.323 -1.244 -0.012
Br: -2.164 0.113 0.265
Si: -0.039 0.380 -0.283

Let us look at the Löwdin charges, expressed in e, one per atom: 0.06, -0.05, -0.13, -0.02, -0.20, 0.25, 0.10

---

Density functional theory data (the ωB97M-V functional and the def2-TZVPD basis) for 3 unconnected molecules or ions with the total composition C3H14NO2 at a distorted geometry.

Values from the calculation:
charge = +1
highest occupied orbital energy = -16.09 eV
frontier orbital gap = 13.144 eV
relative energy (zero: lowest compared OMol25 entry of this formula, charge and spin) = 50.61 kJ/mol

Cartesian coordinates (Å):
H: -0.453 -0.716 0.592
N: -0.077 0.236 0.474
H: 0.615 -0.266 2.367
O: -0.662 -2.537 1.231
H: 0.149 -2.935 1.557
H: 1.341 1.128 -0.759
H: -0.538 -0.263 -2.106
H: -0.404 1.103 2.412
C: 0.393 0.641 1.810
H: -0.861 0.860 0.161
H: 1.156 -0.404 -2.598
H: 1.217 1.335 1.753
H: -0.838 -2.962 0.386
H: 1.862 -0.462 -0.156
C: 0.462 -0.586 -1.790
C: 1.018 0.106 -0.541
H: -2.100 2.954 -0.788
O: -1.719 2.081 -0.950
H: 0.385 -1.660 -1.584
H: -0.948 2.348 -1.472

Let us look at the Löwdin charges, expressed in e, one per atom: 0.11, -0.04, 0.10, -0.02, 0.07, 0.13, 0.09, 0.11, -0.01, 0.13, 0.09, 0.10, 0.06, 0.14, -0.06, -0.18, 0.08, -0.04, 0.08, 0.06

---

Density functional theory data (the ωB97M-V functional and the def2-TZVPD basis) for a molecular structure, C2H7IN3 at a distorted geometry.

Values from the calculation:
charge = +1
highest occupied orbital energy = -13.57 eV
frontier orbital gap = 8.964 eV
relative energy (zero: lowest compared OMol25 entry of this formula, charge and spin) = 315.24 kJ/mol

Cartesian coordinates (Å):
H: 2.245 0.548 -0.550
H: -1.209 -2.084 -0.730
H: 0.702 -1.631 1.160
N: 1.386 1.046 -0.263
H: -0.726 0.727 -1.296
H: -0.252 0.512 1.727
I: -3.229 0.225 -0.270
C: -0.283 0.124 0.734
H: 1.307 1.939 -0.765
C: -1.059 -0.087 -0.518
N: -0.521 -1.401 -0.620
N: -0.050 -1.179 0.693
H: 1.689 1.263 0.699

Let us look at the Löwdin charges, expressed in e, one per atom: 0.10, 0.10, 0.17, 0.08, 0.12, 0.15, 0.85, -0.12, 0.10, -0.73, 0.05, 0.06, 0.08

---

Density functional theory data (the ωB97M-V functional and the def2-TZVPD basis) for 2 unconnected molecules or ions with the total composition C2H7O3PS at a distorted geometry.

Values from the calculation:
charge = 0
highest occupied orbital energy (spin up / spin down) = -8.67 / -9.52 eV
frontier orbital gap (spin up / spin down) = 6.461 / 8.852 eV
relative energy (zero: lowest compared OMol25 entry of this formula, charge and spin) = 334.64 kJ/mol

Cartesian coordinates (Å):
O: 0.339 -1.199 -0.814
H: 1.644 1.428 -0.488
O: -1.895 1.496 1.922
H: -0.939 -1.422 2.688
S: -2.667 0.231 2.066
P: 1.513 -0.794 -1.679
C: 1.553 1.092 -1.552
H: -0.662 -0.868 0.975
H: 2.270 1.674 -2.116
H: -1.991 -2.016 1.116
C: -1.473 -1.174 1.706
O: 0.273 1.611 -1.809
H: 2.431 -1.197 -0.767
H: -0.396 1.138 -1.249

Let us look at the Löwdin charges, expressed in e, one per atom: -0.48, 0.11, -0.61, 0.05, 0.81, 0.84, -0.41, 0.00, 0.08, 0.06, -0.35, -0.14, -0.04, 0.09

---

Density functional theory data (the ωB97M-V functional and the def2-TZVPD basis) for 2 unconnected molecules or ions with the total composition C21H34BN4O13 at a distorted geometry.

Values from the calculation:
charge = +1
highest occupied orbital energy = -11.77 eV
frontier orbital gap = 8.253 eV

Cartesian coordinates (Å):
O: 0.562 -0.418 3.175
H: 4.359 -0.254 0.907
O: -2.339 6.799 -4.669
H: 0.337 -3.959 6.915
C: -2.146 1.588 -2.363
H: -2.571 -0.797 -1.059
H: -2.226 4.706 -6.519
O: -4.082 1.320 -3.979
H: 3.258 -2.423 0.456
H: 2.069 -2.392 -1.615
H: 2.023 -1.419 1.368
C: -1.571 -5.166 4.827
H: 4.321 1.411 -1.595
C: 2.583 -1.486 0.373
C: 1.382 -0.138 4.302
C: 0.887 -0.528 -1.490
O: -2.129 -5.097 3.753
N: -0.784 1.036 -2.246
H: 1.748 0.910 4.593
N: 0.796 2.472 -3.501
H: 3.996 3.310 -3.080
H: 0.361 3.880 -5.036
C: 4.354 -0.495 -1.300
C: 1.512 -1.807 -0.783
H: 3.033 0.761 0.136
H: -0.692 -1.629 1.255
H: -2.373 -0.877 1.290
H: 0.308 1.657 2.967
H: -2.956 3.493 -5.254
H: 2.145 2.093 -5.706
O: -2.121 -4.595 5.912
O: 3.037 3.452 -2.858
H: -2.770 1.366 -1.412
O: 1.685 -1.098 5.062
C: -0.768 0.672 1.281
H: -3.943 4.911 -5.877
O: -2.407 -0.297 -4.126
C: -2.882 4.601 -5.571
N: 1.552 0.519 -2.265
O: -1.877 5.137 -3.114
H: -1.655 1.410 1.191
H: 0.146 1.045 0.704
O: 4.558 -1.645 -1.744
H: -2.208 2.716 -2.518
C: 0.520 1.416 -2.722
H: -1.356 -5.815 7.433
O: 0.346 5.387 -2.513
C: -1.476 -0.964 -0.763
B: 2.282 2.686 -3.830
C: -0.323 0.690 2.848
C: -2.329 5.563 -4.412
H: -1.214 0.741 3.563
H: 0.550 -5.079 4.673
H: -1.077 2.897 -4.473
C: -1.642 -4.776 7.254
H: -1.239 -2.056 -1.033
C: -2.988 0.888 -3.570
H: -0.862 -2.773 7.398
C: -0.216 -5.807 4.946
C: -0.527 -3.800 7.564
H: -1.587 0.001 -4.602
O: 2.865 2.200 -5.043
C: -1.314 -0.769 0.833
H: -0.005 -6.209 5.935
H: -0.202 -3.901 8.602
C: -0.147 3.456 -4.084
N: -0.514 -0.108 -1.522
C: -0.481 4.718 -3.158
H: 0.719 -2.512 -0.357
H: -0.172 -6.652 4.256
O: 4.809 0.656 -1.996
C: 3.557 -0.251 0.071
H: -2.491 -4.574 7.912

Let us look at the Löwdin charges, expressed in e, one per atom: -0.11, 0.15, 0.10, 0.07, 0.00, 0.13, 0.11, 0.11, 0.14, 0.15, 0.10, -0.53, 0.09, -0.16, -0.23, -0.05, 0.08, 0.03, 0.17, 0.08, 0.13, 0.18, -0.41, -0.08, 0.11, 0.11, 0.14, 0.13, 0.06, 0.12, 0.00, 0.13, 0.16, 0.03, -0.15, 0.11, 0.05, 0.00, 0.20, 0.02, 0.13, 0.11, 0.07, 0.13, -0.18, 0.12, 0.16, -0.11, -0.53, -0.18, -0.36, 0.14, 0.10, 0.12, -0.23, 0.14, -0.37, 0.08, 0.01, -0.07, 0.13, 0.16, -0.14, 0.07, 0.08, -0.02, -0.04, -0.29, 0.12, 0.09, 0.05, -0.10, 0.12

---

| no. | electronic energy (hartree) |
| --- | --- |
| 1 | -792.8216 |
| 2 | -872.7431 |
| 3 | -2186.2340 |
| 4 | -2920.5602 |
| 5 | -327.7033 |
| 6 | -541.9858 |
| 7 | -1045.5339 |
| 8 | -2042.2911 |